(1)
{"formula": "C9H24BCoINOP2", "method": "the ωB97M-V functional and the def2-TZVPD basis", "species": ["C", "H", "C", "H", "H", "H", "N", "I", "O", "H", "H", "H", "C", "H", "H", "C", "H", "H", "C", "H", "B", "H", "H", "P", "H", "H", "H", "P", "C", "Co", "C", "H", "C", "H", "H", "H", "H", "H", "C", "H"], "coordinates": [[0.83422, -2.84516, 1.77995], [0.10687, 2.87403, 2.18758], [-0.20296, -0.01772, -5.84780], [-2.11567, 2.95962, 0.33443], [0.89745, -2.83944, -2.02986], [2.25997, -2.52372, -0.95639], [0.03008, 0.12996, 2.11146], [-0.66555, 0.09024, -3.75198], [-2.92730, -0.05984, -0.58126], [0.87524, 0.08648, -5.93185], [-1.12973, -4.28004, 0.11622], [0.14899, -2.57439, 2.58912], [-1.35281, -3.21396, 0.00361], [0.87672, 4.12505, 1.15625], [-1.03931, -0.58958, 5.11516], [0.79156, 3.05144, 1.35456], [1.02499, -0.58704, 5.12371], [-0.72734, 0.79696, -6.34064], [0.03862, 0.09279, 3.28109], [0.85014, 2.50791, -2.42376], [-0.00507, 0.00913, 4.80286], [1.80542, -2.37012, 1.94483], [-1.82750, 2.83299, -1.41376], [0.13089, 2.18149, -0.11840], [-2.07591, -2.91473, 0.76580], [-0.54360, -0.98853, -6.19750], [-1.17282, 4.22690, -0.50454], [0.16052, -2.17771, 0.20675], [-1.78552, -0.03435, -0.36564], [-0.16012, 0.01942, 0.25796], [1.23145, 2.80754, -1.44680], [1.29454, 3.89893, -1.41121], [1.27383, -2.98167, -1.01733], [1.76586, 2.61553, 1.58995], [2.22393, 2.37709, -1.31383], [0.93773, -3.93679, 1.72195], [1.36912, -4.05476, -0.83310], [-0.00529, 1.18869, 5.15621], [-1.39450, 3.15539, -0.46284], [-1.79644, -3.03882, -0.98016]], "forces_ev_per_a": [[-0.13, 0.57, -0.12], [0.15, 0.20, 0.01], [0.18, -0.05, -0.12], [-0.09, 0.17, -0.09], [-0.05, 0.09, 0.00], [0.08, -0.04, -0.04], [-0.42, -0.08, 3.17], [-0.11, -0.03, 0.07], [4.62, 0.13, 0.49], [-0.13, -0.01, 0.00], [0.16, 0.28, 0.00], [0.21, -0.21, -0.02], [-0.11, 0.79, 0.06], [0.00, -0.26, -0.01], [-0.72, -0.11, 1.37], [-0.14, -0.63, -0.01], [-0.93, -0.83, 0.08], [0.02, -0.08, 0.17], [0.23, 0.22, -1.89], [0.01, -0.04, 0.07], [2.99, 0.81, -1.27], [-0.05, -0.21, 0.18], [0.01, 0.09, 0.05], [0.88, 3.94, -1.13], [-0.10, -0.16, -0.05], [0.01, 0.11, 0.10], [0.11, -0.26, 0.05], [0.75, -4.23, -0.52], [-9.16, -0.43, -1.58], [3.32, 0.26, 0.08], [0.06, -0.48, 0.02], [-0.08, -0.15, 0.17], [0.11, 0.57, -0.14], [-0.02, 0.23, 0.10], [0.06, 0.08, -0.08], [-0.03, 0.36, -0.06], [-0.17, 0.15, 0.22], [-1.47, 0.07, 0.41], [-0.08, -0.78, 0.18], [0.03, -0.06, 0.07]], "mulliken_charge": [-1.260, 0.349, -0.743, 0.409, 0.365, 0.411, -0.734, 0.031, -0.200, 0.290, 0.416, 0.300, -1.287, 0.428, 0.246, -1.297, 0.128, 0.280, 0.645, 0.273, -0.124, 0.419, 0.393, 0.887, 0.404, 0.267, 0.419, 0.906, 0.250, -0.015, -1.092, 0.416, -1.179, 0.414, 0.401, 0.444, 0.416, 0.152, -1.245, 0.416], "spin_multiplicity": 5, "homo_energy_ev": [-15.0, -15.0], "orbital_gap_ev": [7.98, 2.62], "charge": 2, "lumo_ev": [-7.05, -12.41]}



(2)
{"formula": "C2H7N5O", "method": "the ωB97M-V functional and the def2-TZVPD basis", "species": ["H", "H", "N", "N", "N", "H", "N", "H", "C", "H", "N", "H", "C", "H", "O"], "coordinates": [[-0.85627, 2.48467, -0.44367], [1.41436, 1.19684, -0.06597], [-0.66581, 1.85864, 0.33419], [1.23787, -1.22158, -0.06805], [0.32874, 1.01129, -0.30563], [3.11010, -1.45967, -0.04108], [-2.26640, -0.56018, -0.24486], [-1.96585, 0.43782, 0.21211], [0.24567, -0.43107, 0.00083], [-0.85295, 2.14408, 1.24125], [2.50894, -0.51956, 0.15084], [2.65688, -0.08627, -0.68012], [-1.09883, -1.29559, 0.00620], [-3.04438, -1.11298, -0.38784], [-0.75206, -2.44644, 0.29180]], "forces_ev_per_a": [[-0.54, 0.32, 1.13], [-3.25, 0.38, -0.19], [0.12, -1.29, -4.88], [0.46, 1.89, 1.55], [2.86, -1.76, 3.07], [-0.95, 3.16, 1.11], [5.68, 1.43, 1.70], [-2.07, -2.13, -1.75], [-1.60, 0.75, -1.67], [0.95, 0.35, 2.15], [0.76, -5.91, 0.96], [0.99, 2.10, -3.30], [2.61, -0.18, 0.81], [-2.44, -0.50, 0.30], [-3.58, 1.40, -1.01]], "mulliken_charge": [0.241, 0.357, -0.564, -0.121, -0.162, 0.326, -0.439, 0.432, 0.291, 0.170, -0.758, 0.260, 0.284, 0.223, -0.539], "smiles": "N/N=C(\\NN)C(N)=O", "relative_energy_kcal_mol": 96.48, "homo_energy_ev": -9.4, "orbital_gap_ev": 10.07, "lumo_ev": 0.71}



(3)
{"formula": "C17H15Cl3GeN6O2STi", "method": "the ωB97M-V functional and the def2-TZVPD basis", "species": ["C", "C", "Ti", "H", "C", "C", "C", "O", "H", "Ge", "H", "C", "N", "H", "Cl", "N", "C", "H", "H", "H", "O", "S", "H", "C", "Cl", "C", "H", "H", "C", "C", "H", "H", "C", "N", "N", "H", "C", "N", "C", "H", "C", "N", "H", "C", "Cl", "C"], "coordinates": [[-2.82317, 1.70976, 0.10971], [1.57297, 0.66175, -1.34696], [-0.99465, -1.70996, -0.00454], [4.47988, -0.68546, -0.01570], [-1.38107, 1.17254, 1.80453], [-2.12071, 0.49167, -0.15600], [-2.33868, 2.14754, 1.37207], [-0.69452, 1.22235, 2.91970], [2.77241, 1.76726, -4.32016], [-2.91919, -4.70526, 0.63316], [2.37245, -3.89217, 1.23783], [2.29551, 1.11249, -3.60197], [1.31418, -0.45720, 2.64927], [-4.99728, 4.20516, -0.51255], [-4.70421, -5.23237, -0.61004], [-1.26226, 0.21435, 0.87444], [1.20314, -1.65319, 2.12511], [1.86724, -0.42236, -5.03868], [-4.14332, 4.97576, 1.66758], [0.04575, 0.52235, 2.91641], [-2.17161, -0.40016, -1.08565], [-0.18182, -2.70041, 2.14104], [5.14751, -1.63665, 1.31009], [4.54577, -0.76025, 1.07129], [-3.47487, -2.48313, 1.02281], [3.19003, -0.86970, 1.66263], [2.05361, -2.99238, -0.08398], [0.76885, -1.91503, -3.39244], [-2.81003, 3.33392, 1.93954], [-3.75944, 4.05418, 1.24780], [-4.16107, 2.11063, -1.53565], [5.02384, 0.13541, 1.46092], [2.18429, 1.49327, -2.26990], [0.42584, -1.38995, -0.82547], [2.56465, 0.04479, 2.34487], [1.48442, 0.94585, -0.30484], [1.05186, -0.57521, -1.74847], [2.39262, -1.96557, 1.52550], [1.78729, -0.11661, -4.00231], [2.57659, 2.44980, -1.94607], [1.17380, -0.95784, -3.08858], [2.67385, -3.07041, 0.72382], [-2.43800, 3.66985, 2.89902], [-3.78824, 2.44928, -0.57754], [-1.55646, -3.91220, -1.18983], [-4.24777, 3.61352, -0.00182]], "forces_ev_per_a": [[0.04, 0.00, 0.01], [0.00, -0.06, 0.03], [-0.26, -0.30, 0.15], [0.01, -0.01, 0.00], [0.09, 0.07, 0.06], [-0.02, -0.03, 0.04], [-0.02, -0.01, -0.04], [-0.18, 0.09, -0.02], [0.00, 0.00, 0.00], [0.02, 0.07, 0.05], [-0.01, 0.00, 0.00], [0.00, 0.00, 0.01], [0.04, -0.08, -0.09], [0.00, 0.00, 0.00], [-0.05, -0.01, -0.05], [-0.14, -0.12, 0.04], [0.09, -0.04, 0.11], [0.00, 0.00, 0.00], [0.00, 0.00, 0.00], [0.12, -0.02, -0.02], [-0.08, -0.05, 0.05], [-0.05, 0.09, -0.08], [0.01, 0.00, 0.00], [-0.01, 0.01, 0.00], [-0.07, -0.03, 0.07], [0.01, 0.00, 0.01], [-0.01, -0.02, 0.00], [0.00, 0.01, -0.01], [-0.01, 0.01, 0.00], [0.01, 0.00, 0.02], [0.00, 0.00, 0.00], [0.00, 0.00, 0.00], [0.02, 0.01, -0.02], [0.26, 0.18, -0.43], [0.02, 0.00, 0.05], [0.00, 0.02, 0.00], [0.30, -0.02, 0.05], [-0.09, 0.06, -0.03], [0.01, 0.01, -0.01], [0.00, 0.00, 0.01], [-0.03, -0.02, 0.04], [-0.04, 0.03, -0.07], [0.00, 0.00, 0.00], [-0.02, 0.02, -0.01], [0.07, 0.16, 0.09], [0.00, -0.02, -0.02]], "mulliken_charge": [0.539, 0.282, 0.371, 0.230, 0.080, 0.176, -0.010, -0.657, 0.369, 0.386, 0.282, -0.411, -0.152, 0.389, -0.430, 0.532, 0.235, 0.363, 0.374, 0.457, -0.743, -0.484, 0.331, -1.227, -0.352, 1.140, 0.270, 0.397, -0.362, -0.501, 0.472, 0.343, -0.925, -0.043, -0.877, 0.435, -0.209, 0.487, -0.535, 0.386, -0.205, -1.055, 0.463, -0.696, -0.468, -0.447], "relative_energy_kcal_mol": 3.77, "spin_multiplicity": 2, "homo_energy_ev": [-3.7, -5.6], "orbital_gap_ev": [6.46, 7.90], "charge": -1, "lumo_ev": [2.72, 2.25]}



(4)
{"formula": "C10H30BeNO13", "method": "the ωB97M-V functional and the def2-TZVPD basis", "species": ["O", "O", "H", "C", "H", "O", "H", "O", "H", "H", "N", "H", "O", "H", "H", "O", "C", "H", "C", "H", "H", "O", "H", "H", "H", "H", "C", "H", "C", "O", "H", "H", "O", "H", "Be", "H", "C", "O", "O", "C", "O", "H", "H", "O", "H", "H", "C", "H", "H", "H", "H", "H", "C", "C", "H"], "coordinates": [[-1.09190, -5.35726, -2.24251], [-1.86492, -1.65955, 2.50057], [3.02634, 2.70223, 3.90950], [-3.18979, -1.38835, 2.87873], [-1.43592, 2.51269, -1.73867], [-0.84850, 1.32793, 1.47076], [0.21617, 3.65312, -2.71349], [5.93826, -0.53467, 0.18907], [3.38444, -0.43988, 0.51618], [-3.73768, -0.60696, 0.89768], [-0.66679, 0.94181, 0.26716], [5.01359, -0.42257, -1.64077], [-1.49824, -2.74578, -1.22743], [1.90787, 0.94584, -0.46359], [-2.12674, -2.85969, -3.23237], [-3.92327, -2.67692, 1.01641], [-2.39151, -4.77126, -2.10749], [-2.74068, -4.93420, -1.07885], [1.64653, 1.06736, 3.70535], [-5.12646, -1.23270, 1.75528], [-3.08924, -5.26858, -2.77628], [2.71844, 0.84919, -0.97470], [1.12495, 2.08458, -4.65795], [2.22386, 0.41430, 4.35895], [0.44145, 1.12346, 5.27122], [-2.97331, -2.81469, 0.89237], [-0.72241, 3.48086, -3.24613], [-0.98830, 4.36729, -3.81525], [-0.70215, 2.22616, -4.09963], [-1.04992, -0.14139, -0.12997], [-3.26852, -0.40015, 3.35132], [3.31997, 1.53811, 2.59467], [0.60595, 1.70181, 4.51601], [3.90364, 1.25381, 0.64540], [-0.43817, 3.19295, 2.80952], [-3.38541, -2.95164, -2.06345], [-2.34773, -3.26965, -2.24337], [2.02789, 3.21810, 2.31774], [-0.09571, 1.70298, -0.53774], [2.55504, 2.11163, 3.12204], [0.30540, 2.29305, -5.11631], [-0.49459, 1.30236, -3.54208], [-0.55614, -4.69662, -1.78237], [-1.77329, 3.22938, -2.28978], [2.77424, 3.82840, 2.26662], [-1.43113, -1.05647, 1.89508], [5.07019, 0.13000, -0.69916], [5.54285, 1.06505, -1.00597], [-1.69410, 1.97523, -4.47601], [-3.51733, -2.15187, 3.57695], [-1.31114, -1.82698, -1.43645], [5.96856, -1.48382, 0.05342], [-4.06013, -1.38877, 1.59655], [3.71752, 0.43130, -0.05816], [1.10799, 0.40942, 3.02136]], "forces_ev_per_a": [[-0.43, 0.62, 0.01], [1.05, -1.09, 0.84], [0.22, -0.85, 0.53], [-0.77, 1.53, -1.33], [-0.10, 0.10, -0.08], [-0.47, 1.08, 3.33], [0.17, -0.03, -0.21], [0.15, 0.42, 0.71], [0.06, -0.13, -0.05], [0.23, 0.08, 0.08], [1.22, 0.96, -4.45], [-0.58, -0.15, 0.09], [0.20, -0.16, -0.10], [-0.08, 0.14, -0.40], [0.57, -0.39, -0.04], [-0.08, 0.29, -0.27], [0.73, -0.17, 0.62], [-0.14, -0.19, -0.06], [-1.28, 0.24, 0.07], [0.03, -0.02, 0.37], [0.08, 0.20, -0.23], [0.41, -0.23, 0.01], [0.12, 0.02, -0.26], [0.33, 0.21, -0.06], [-0.64, 0.24, 0.05], [-0.07, -0.11, -0.12], [-1.00, -1.00, 0.62], [-0.03, -0.04, -0.07], [1.02, -0.75, -0.40], [-0.36, 0.12, 2.08], [-0.02, -0.02, 0.22], [-0.01, 0.38, -0.38], [0.04, 1.05, -1.16], [0.05, -0.07, 0.19], [2.04, -3.31, -1.33], [0.05, 0.13, 0.16], [-1.60, 0.32, -0.27], [-2.10, -1.49, 0.04], [-0.11, 0.14, 1.47], [1.18, 0.50, 0.77], [-0.57, 0.10, 0.08], [0.13, 0.39, 0.72], [0.43, -0.38, -0.06], [0.19, 0.58, 0.20], [-0.38, 0.48, -0.18], [-0.73, 0.40, -0.24], [0.12, -0.13, -1.12], [0.06, 0.10, 0.28], [0.06, 0.71, -0.67], [0.12, -0.14, -0.06], [0.04, -0.05, 0.02], [-0.25, 0.02, -0.25], [0.26, -0.94, 0.40], [0.10, 0.09, 0.33], [0.34, 0.20, -0.46]], "mulliken_charge": [-0.540, -0.528, 0.475, -0.226, 0.344, -0.403, 0.163, -0.538, 0.276, 0.131, 1.001, 0.362, -0.432, 0.189, 0.409, -0.501, -0.434, 0.212, -0.590, 0.380, 0.375, -0.461, 0.296, 0.466, 0.311, 0.327, -0.143, 0.293, -0.426, -0.384, 0.208, 0.245, -0.490, -0.047, 1.242, 0.258, -0.286, -0.496, -0.841, -0.165, -0.518, 0.221, 0.314, -0.580, 0.331, 0.225, -0.656, 0.276, 0.356, 0.282, 0.220, 0.316, -0.317, 0.247, 0.253], "relative_energy_kcal_mol": 110.26, "homo_energy_ev": -11.4, "orbital_gap_ev": 1.98, "charge": 1, "lumo_ev": -9.46}



Question: What is the formula in the third record?
Answer: C17H15Cl3GeN6O2STi



Question: Number 1 is which compound?
Answer: C9H24BCoINOP2